*one*
The following is a DFT calculation (the ωB97M-V functional and the def2-TZVPD basis) of an isolated molecule of C2H6NO2P.

## Properties
HOMO-LUMO gap = 7.3 eV

The geometry in ORCA input format:
```
! wB97M-V def2-TZVPD RIJCOSX def2/J DEFGRID3
* xyz 0 1
N 2.61 -0.10 -0.18
C 1.34 -0.67 0.01
C 0.13 0.00 0.07
O 0.14 1.46 -0.08
O -1.16 -0.51 0.22
P -2.89 0.25 0.13
H 3.14 -0.21 0.64
H 2.36 0.88 -0.38
H 1.30 -1.76 0.03
H -0.66 1.80 -0.35
H -3.01 -0.37 -1.21
H -3.31 -0.76 1.10
*
```

Here are the Mulliken charges for atoms 1 to 6, given in e:
1. N -0.573
2. C -0.377
3. C 0.575
4. O -0.512
5. O -0.467
6. P 0.023

---

*two*
The following is a DFT calculation (the ωB97M-V functional and the def2-TZVPD basis) of an isolated molecule of C2H6NO2P.

## Properties
HOMO-LUMO gap = 9.9 eV

The geometry in ORCA input format:
```
! wB97M-V def2-TZVPD RIJCOSX def2/J DEFGRID3
* xyz 0 1
C 1.35 -0.75 0.34
N 0.15 -0.04 -0.02
O 0.11 1.54 0.46
C -1.02 -0.67 0.17
O -0.99 -1.88 0.29
P -2.53 0.39 0.05
H 1.01 -1.80 0.24
H 2.22 -0.44 -0.32
H 1.61 -0.57 1.45
H 0.03 2.02 -0.48
H -3.25 -0.74 -0.38
H -2.35 0.36 -1.40
*
```

Here are the Mulliken charges for atoms 1 to 6, given in e:
1. C -0.750
2. N 0.064
3. O -0.478
4. C 0.551
5. O -0.590
6. P -0.131

---

*three*
The following is a DFT calculation (the ωB97M-V functional and the def2-TZVPD basis) of a cluster of 2 separate species, C2H6NO2P in total.

## Properties
HOMO-LUMO gap (alpha / beta) = 7.8 / 8.1 eV

The geometry in ORCA input format:
```
! wB97M-V def2-TZVPD RIJCOSX def2/J DEFGRID3
* xyz 0 1
C 1.02 -0.99 -1.05
C 0.37 1.10 1.13
N -2.66 0.41 -1.06
O -3.54 0.50 -0.32
O -0.44 -1.38 1.37
P -0.19 -0.44 0.23
H 1.43 -0.16 -1.61
H 1.95 -1.38 -0.51
H 0.53 -1.72 -1.73
H 0.90 0.81 2.02
H 1.13 1.46 0.43
H -0.48 1.78 1.11
*
```

Here are the Mulliken charges for atoms 1 to 6, given in e:
1. C -0.896
2. C -0.855
3. N 0.155
4. O -0.157
5. O -0.594
6. P 0.570

---

*four*
The following is a DFT calculation (the ωB97M-V functional and the def2-TZVPD basis) of a cluster of 2 separate species, C2H6NO2P in total.

## Properties
HOMO-LUMO gap = 10.0 eV

The geometry in ORCA input format:
```
! wB97M-V def2-TZVPD RIJCOSX def2/J DEFGRID3
* xyz 0 1
C 1.14 -1.01 0.63
C -0.18 0.12 -0.49
N -1.37 -0.56 0.08
O -2.00 -0.08 1.01
O -1.67 -1.63 -0.45
P -0.06 1.84 0.15
H 2.08 -0.57 0.24
H 1.10 -0.78 1.60
H 0.95 -2.02 0.33
H -0.05 0.14 -1.61
H 1.01 2.35 -0.62
H -0.93 2.21 -0.88
*
```

Here are the Mulliken charges for atoms 1 to 6, given in e:
1. C -0.925
2. C -0.325
3. N 0.933
4. O -0.555
5. O -0.562
6. P -0.065

---

What is the most stable structure shown above? It is *one*.